{
  "formula": "C34H33F8NO26",
  "method": "ωB97M-V with the def2-TZVPD basis set",
  "e_tot_ev": -112259.3121,
  "smiles": "CCc1cccc2c1C(=O)NC2=O.O=C1OC[C@@H](F)O1.O=C1OC[C@@H](F)O1.O=C1OC[C@@H](F)O1.O=C1OC[C@@H](F)O1.O=C1OC[C@@H](F)O1.O=C1OC[C@@H](F)O1.O=C1OC[C@@H](F)O1.O=C1OC[C@@H](F)O1",
  "charge": 0,
  "lumo_ev": -0.410,
  "species": ["C", "C", "C", "C", "C", "C", "C", "C", "C", "O", "N", "C", "O", "H", "H", "H", "H", "H", "H", "H", "H", "H", "C", "C", "O", "C", "O", "O", "F", "H", "H", "H", "C", "C", "O", "C", "O", "O", "F", "H", "H", "H", "C", "C", "O", "C", "O", "O", "F", "H", "H", "H", "C", "C", "O", "C", "O", "O", "F", "H", "H", "H", "C", "C", "O", "C", "O", "O", "F", "H", "H", "H", "C", "C", "O", "C", "O", "O", "F", "H", "H", "H", "C", "C", "O", "C", "O", "O", "F", "H", "H", "H", "C", "C", "O", "C", "O", "O", "F", "H", "H", "H"],
  "xyz": [[-0.8589, 3.6033, -2.9428], [-1.7544, 3.0855, -4.0728], [-3.2058, 3.2906, -3.7895], [-4.0510, 2.2271, -3.5451], [-5.3857, 2.4121, -3.2514], [-5.9359, 3.6662, -3.2021], [-5.1015, 4.7287, -3.4492], [-3.7760, 4.5449, -3.7389], [-3.1755, 5.8751, -3.9675], [-2.1377, 6.1306, -4.5011], [-4.1177, 6.8623, -3.5097], [-5.3853, 6.1650, -3.4357], [-6.4411, 6.7194, -3.4478], [-0.5864, 2.7868, -2.3012], [0.0319, 4.0822, -3.3122], [-1.3814, 4.3164, -2.3276], [-1.4846, 3.5194, -5.0178], [-1.6042, 2.0190, -4.0994], [-3.6394, 1.2439, -3.5569], [-6.0124, 1.5722, -3.0499], [-6.9659, 3.8319, -2.9591], [-3.8010, 7.1486, -2.5916], [-4.1480, 2.0738, 2.1321], [-4.7489, 3.1031, 1.2022], [-4.2072, 2.7244, -0.0507], [-3.9662, 1.3839, -0.0150], [-3.7708, 0.7235, -0.9780], [-4.0101, 0.9351, 1.2610], [-4.3498, 4.3643, 1.4969], [-3.1664, 2.3835, 2.4904], [-4.7837, 1.8465, 2.9812], [-5.8379, 3.0851, 1.1435], [4.6438, 1.8993, -2.6578], [3.9895, 3.1938, -3.0895], [2.6474, 2.7830, -3.3088], [2.3935, 1.7206, -2.5020], [1.3273, 1.2854, -2.2388], [3.5583, 1.2125, -2.0151], [4.5096, 3.6675, -4.2439], [4.9816, 1.3253, -3.5178], [5.4716, 2.0377, -1.9684], [4.0057, 3.9892, -2.3431], [-2.9816, 1.1409, 7.2913], [-2.0408, 1.9910, 6.4660], [-2.8587, 2.3829, 5.3689], [-4.1510, 2.3967, 5.8200], [-5.0520, 2.9178, 5.2562], [-4.2495, 1.7522, 6.9959], [-0.9750, 1.2904, 6.0135], [-2.9830, 0.1028, 6.9686], [-2.7738, 1.1836, 8.3561], [-1.6793, 2.8878, 6.9716], [5.0034, -2.0348, -0.8518], [4.6636, -1.7785, -2.3033], [4.8479, -3.0578, -2.8871], [4.6150, -3.9874, -1.9283], [4.4320, -5.1395, -2.1385], [4.6034, -3.4082, -0.7059], [5.5210, -0.9045, -2.8918], [6.0752, -1.9449, -0.6718], [4.4611, -1.3951, -0.1622], [3.6400, -1.4452, -2.4707], [2.5155, -7.5146, -2.1896], [2.3691, -8.3782, -0.9568], [1.1291, -9.0231, -1.1805], [0.9370, -9.1045, -2.5311], [0.1337, -9.7924, -3.0583], [1.8081, -8.2896, -3.1704], [2.2952, -7.6445, 0.1812], [2.0228, -6.5523, -2.0580], [3.5423, -7.3519, -2.4904], [3.1472, -9.1339, -0.8362], [2.2586, -1.9307, 7.0915], [1.9787, -1.6312, 5.6339], [0.5732, -1.7964, 5.5473], [0.0514, -1.5354, 6.7779], [-1.0962, -1.3364, 6.9952], [1.0266, -1.5122, 7.7062], [2.5904, -2.5036, 4.7929], [2.4052, -2.9970, 7.2620], [3.1058, -1.3834, 7.4842], [2.2332, -0.6153, 5.3249], [-4.0680, -2.5694, -6.6278], [-2.9362, -1.8191, -5.9572], [-3.4931, -0.5288, -5.7874], [-4.8492, -0.6643, -5.6908], [-5.5840, 0.1728, -5.2977], [-5.2189, -1.9029, -6.0965], [-1.8346, -1.7358, -6.7427], [-4.0366, -2.4400, -7.7100], [-4.0909, -3.6280, -6.3870], [-2.6440, -2.2134, -4.9829], [6.9805, -1.6763, 5.0787], [7.3951, -0.3849, 5.7535], [6.3464, -0.1856, 6.6896], [5.8382, -1.4078, 7.0068], [5.1147, -1.6292, 7.9209], [6.2670, -2.3361, 6.1334], [7.4326, 0.6602, 4.8913], [6.3062, -1.4897, 4.2439], [7.8172, -2.2805, 4.7412], [8.3439, -0.4331, 6.2887]],
  "forces_ev_per_a": [[-0.296, 0.161, -0.072], [0.014, -0.251, 0.705], [0.258, -0.066, -0.407], [0.208, 0.164, 0.016], [-0.269, -0.133, 0.090], [-0.304, 0.337, -0.001], [-0.267, -0.152, 0.054], [0.266, 0.172, -0.134], [-0.076, -0.175, -0.051], [0.570, 0.224, 0.126], [0.049, -0.437, -0.287], [0.214, 0.541, 0.061], [-0.460, 0.198, 0.366], [0.237, -0.320, 0.298], [0.384, 0.096, -0.159], [-0.211, 0.454, 0.199], [0.103, 0.218, -0.439], [0.144, -0.469, -0.485], [0.122, -0.533, -0.013], [-0.191, -0.518, 0.056], [-0.409, 0.008, 0.038], [-0.169, 0.734, 0.037], [-0.090, -0.166, 0.133], [0.287, 0.071, -0.041], [-0.261, -0.003, -0.009], [-0.028, 0.169, 0.031], [0.158, -0.255, 0.137], [-0.013, 0.190, 0.013], [0.047, -0.056, -0.066], [0.011, 0.106, -0.068], [-0.046, -0.200, -0.081], [-0.022, 0.101, 0.032], [0.139, 0.007, 0.142], [-0.112, -0.202, -0.166], [-0.018, 0.171, 0.261], [0.073, -0.104, 0.004], [-0.060, -0.106, -0.108], [0.282, 0.156, -0.115], [-0.078, -0.058, 0.008], [-0.027, 0.089, -0.117], [-0.106, -0.047, 0.136], [0.013, 0.071, -0.062], [-0.075, 0.007, 0.149], [-0.027, -0.195, -0.144], [-0.025, 0.100, 0.353], [0.111, -0.086, 0.071], [-0.119, 0.014, -0.282], [0.166, -0.052, 0.079], [-0.020, 0.164, -0.195], [0.099, 0.009, -0.137], [-0.155, 0.116, 0.029], [0.096, -0.011, -0.015], [-0.104, -0.092, 0.095], [0.193, -0.135, -0.074], [-0.256, 0.184, -0.053], [0.021, -0.065, 0.064], [0.100, 0.026, 0.073], [0.089, 0.203, 0.039], [0.024, -0.121, 0.045], [0.044, 0.009, -0.119], [-0.157, -0.162, 0.037], [0.034, 0.127, -0.083], [0.046, -0.098, -0.135], [-0.186, 0.135, 0.010], [0.169, -0.209, -0.053], [0.072, 0.202, 0.074], [-0.119, -0.034, -0.026], [0.049, 0.041, 0.089], [-0.072, -0.035, -0.026], [-0.026, 0.003, 0.107], [0.004, -0.086, -0.161], [0.035, 0.046, 0.107], [-0.132, 0.131, -0.010], [-0.164, -0.202, 0.046], [0.094, 0.243, -0.021], [0.081, -0.062, -0.016], [-0.135, -0.180, 0.053], [0.197, -0.025, -0.017], [-0.064, -0.007, 0.035], [0.000, -0.044, -0.119], [-0.268, 0.099, 0.199], [0.061, -0.032, -0.079], [-0.065, -0.104, 0.027], [-0.059, 0.145, -0.156], [0.017, -0.096, 0.245], [0.083, -0.092, -0.116], [-0.086, -0.014, -0.095], [0.095, -0.068, -0.041], [-0.081, 0.058, 0.004], [0.096, 0.062, -0.012], [-0.145, 0.029, 0.118], [0.111, -0.019, -0.024], [0.095, -0.114, 0.039], [-0.192, 0.138, -0.106], [0.205, -0.111, 0.135], [-0.060, 0.040, 0.019], [0.184, 0.136, -0.013], [0.161, -0.092, -0.256], [-0.094, -0.091, 0.083], [-0.038, 0.128, -0.013], [-0.027, -0.121, 0.167], [0.050, 0.074, -0.054]]
}


{
  "formula": "C42H50CdN4O3P2S",
  "method": "ωB97M-V with the def2-TZVPD basis set",
  "relative_energy_kcal_mol": 26.4,
  "e_tot_ev": -90445.8775,
  "charge": 0,
  "lumo_ev": -0.584,
  "species": ["Cd", "C", "C", "O", "C", "C", "C", "N", "N", "C", "O", "C", "C", "C", "C", "C", "C", "H", "H", "H", "H", "H", "H", "H", "H", "H", "H", "H", "H", "C", "P", "C", "N", "C", "C", "C", "C", "C", "C", "N", "C", "P", "C", "C", "C", "C", "C", "C", "C", "C", "C", "H", "H", "H", "H", "H", "H", "H", "H", "H", "H", "H", "H", "H", "H", "H", "H", "H", "H", "H", "H", "H", "H", "H", "H", "H", "H", "H", "H", "O", "S", "C", "C", "C", "C", "C", "C", "C", "C", "C", "C", "C", "C", "H", "H", "H", "H", "H", "H", "H", "H", "H", "H"],
  "xyz": [[-0.3659, 0.4202, 0.0384], [-3.4173, 2.8463, -1.9859], [-2.2953, 2.4690, -1.0324], [-1.6611, 1.3947, -1.2985], [-2.0397, 3.3541, 0.0011], [-1.0974, 3.2121, 1.0451], [-0.9625, 4.3245, 2.0507], [-0.3693, 2.1350, 1.1624], [0.5068, 2.0696, 2.2254], [1.1733, 0.9492, 2.2881], [1.0589, -0.0678, 1.4996], [2.1655, 0.8696, 3.3805], [2.0865, 1.6713, 4.5163], [3.0726, 1.5940, 5.4820], [4.1419, 0.7269, 5.3255], [4.2105, -0.0919, 4.2108], [3.2255, -0.0221, 3.2465], [-3.0189, 3.4945, -2.7668], [-3.8151, 1.9508, -2.4573], [-4.2147, 3.3697, -1.4646], [-2.6364, 4.2563, 0.0229], [-1.4987, 5.2081, 1.7142], [-1.3554, 3.9973, 3.0152], [0.0918, 4.5578, 2.1924], [1.2519, 2.3454, 4.6193], [3.0156, 2.2160, 6.3640], [4.9259, 0.6938, 6.0693], [5.0378, -0.7773, 4.0929], [3.2574, -0.6418, 2.3618], [3.4470, -0.2599, -1.7618], [1.8165, 0.6102, -1.7105], [1.1038, -0.0969, -3.2619], [1.6955, 0.1902, -4.3934], [1.1882, -0.3026, -5.5428], [1.8186, -0.0230, -6.7705], [1.3120, -0.5514, -7.9256], [0.1674, -1.3661, -7.9021], [-0.4820, -1.6340, -6.7282], [0.0151, -1.1057, -5.5208], [-0.5833, -1.3920, -4.3445], [-0.0551, -0.9273, -3.2393], [-0.8670, -1.4199, -1.6731], [-2.6113, -1.4939, -2.2104], [-0.3208, -3.2297, -1.5479], [-0.5089, -4.0456, -2.8226], [-1.1204, -3.8622, -0.4096], [1.1613, -3.1691, -1.1769], [2.3176, 2.3698, -2.2060], [3.3394, 2.4939, -3.3366], [2.8958, 2.9998, -0.9339], [1.0136, 3.0811, -2.5778], [3.8248, -0.3140, -2.7798], [3.3243, -1.2593, -1.3526], [4.1469, 0.2790, -1.1270], [2.6966, 0.6061, -6.7622], [1.7942, -0.3426, -8.8687], [-0.1974, -1.7848, -8.8281], [-1.3651, -2.2543, -6.6949], [-2.7477, -2.1513, -3.0655], [-2.8847, -0.4727, -2.4688], [-3.2101, -1.8106, -1.3576], [-1.5632, -4.1998, -3.0377], [-0.0423, -5.0225, -2.6965], [-0.0532, -3.5594, -3.6819], [-2.1680, -3.9694, -0.6843], [-1.0626, -3.2528, 0.4910], [-0.7252, -4.8516, -0.1795], [1.7406, -2.7939, -2.0221], [1.5378, -4.1585, -0.9184], [1.3077, -2.5063, -0.3206], [4.3082, 2.0889, -3.0527], [3.4853, 3.5499, -3.5635], [2.9843, 1.9905, -4.2306], [3.8212, 2.5050, -0.6406], [2.1840, 2.9231, -0.1110], [3.1264, 4.0518, -1.1085], [0.5478, 2.6129, -3.4453], [1.1999, 4.1288, -2.8128], [0.3109, 3.0336, -1.7447], [-1.8726, -0.9915, 1.1916], [-1.0771, -1.1696, 2.4304], [-1.8952, -2.5049, 3.3642], [-3.2443, -2.8009, 3.3171], [-3.7310, -3.8533, 4.0780], [-2.8697, -4.6016, 4.8657], [-1.5150, -4.3142, 4.8906], [-1.0269, -3.2659, 4.1319], [-1.6884, 0.1186, 3.5349], [-1.1058, 0.2827, 4.7782], [-1.4968, 1.3440, 5.5756], [-2.4654, 2.2321, 5.1306], [-3.0658, 2.0409, 3.8963], [-2.6710, 0.9842, 3.0912], [-3.9004, -2.2214, 2.6867], [-4.7852, -4.0920, 4.0496], [-3.2560, -5.4186, 5.4589], [-0.8373, -4.9115, 5.4848], [0.0273, -3.0337, 4.1183], [-0.3322, -0.3950, 5.1053], [-1.0465, 1.4792, 6.5497], [-2.7344, 3.0816, 5.7412], [-3.8385, 2.7139, 3.5539], [-3.1141, 0.8389, 2.1158]],
  "forces_ev_per_a": [[0.315, -1.541, -1.704], [0.216, -0.158, 0.074], [-0.290, 0.389, -0.204], [-1.111, 0.708, -1.047], [-0.259, 0.078, -0.124], [0.398, -0.056, 0.426], [0.078, -0.103, -0.148], [-0.088, 1.527, 0.967], [0.227, 0.392, 0.397], [-0.154, 0.456, -0.080], [1.333, -0.031, 0.796], [0.323, -0.167, 0.163], [0.009, -0.069, -0.137], [-0.005, 0.075, 0.111], [0.146, -0.055, 0.089], [0.163, -0.015, 0.102], [-0.211, -0.010, -0.150], [-0.024, 0.037, -0.078], [-0.025, -0.053, -0.028], [-0.042, 0.081, -0.036], [-0.048, -0.042, 0.007], [-0.048, 0.029, 0.018], [0.056, 0.023, 0.005], [-0.014, 0.024, 0.071], [-0.087, 0.111, -0.012], [-0.022, 0.072, 0.056], [0.011, -0.035, 0.077], [0.068, -0.039, -0.017], [0.023, -0.066, -0.025], [-0.357, 0.048, 0.222], [0.899, 0.454, -0.484], [0.109, 0.139, -0.169], [0.122, -0.096, -0.029], [-0.567, -0.334, 0.082], [0.008, -0.023, -0.233], [0.312, 0.249, 0.165], [-0.324, -0.186, 0.146], [-0.003, -0.018, -0.240], [0.588, 0.368, 0.056], [-0.163, -0.035, -0.096], [-0.205, -0.019, -0.186], [-0.312, -1.132, -0.608], [0.206, 0.045, 0.169], [0.020, 0.258, 0.057], [0.042, 0.187, 0.048], [0.065, 0.191, 0.028], [-0.162, 0.150, -0.016], [-0.137, -0.062, -0.007], [-0.206, -0.067, 0.030], [-0.167, -0.250, -0.007], [0.029, -0.194, 0.108], [0.043, 0.027, -0.053], [0.065, -0.085, -0.002], [0.071, 0.020, 0.031], [0.071, 0.027, -0.015], [0.049, 0.009, -0.079], [-0.070, -0.025, -0.065], [-0.074, -0.048, 0.020], [-0.014, -0.025, 0.014], [-0.068, -0.005, -0.013], [-0.059, -0.024, -0.013], [-0.115, -0.020, -0.088], [0.017, -0.132, 0.067], [0.022, -0.125, -0.024], [-0.115, -0.013, 0.046], [-0.037, -0.060, 0.062], [0.042, -0.110, -0.032], [0.129, 0.012, 0.011], [0.014, -0.107, -0.005], [0.146, -0.002, 0.054], [0.100, -0.115, 0.013], [0.010, 0.163, 0.034], [0.165, 0.087, -0.007], [0.079, -0.003, 0.091], [0.005, 0.088, 0.141], [-0.040, 0.055, -0.034], [-0.065, 0.046, -0.067], [0.076, 0.093, -0.005], [-0.103, 0.074, -0.020], [-0.766, -0.023, -0.825], [-1.104, -1.212, 2.497], [0.595, -0.013, -0.187], [-0.065, 0.080, -0.090], [-0.020, 0.101, -0.119], [-0.005, -0.117, 0.115], [-0.018, -0.077, 0.087], [-0.025, 0.085, -0.080], [0.176, 0.259, -0.062], [0.057, 0.023, 0.031], [0.008, -0.072, 0.116], [0.008, -0.004, -0.031], [0.014, -0.042, 0.099], [-0.095, -0.116, -0.236], [-0.101, 0.120, -0.086], [-0.034, -0.002, 0.006], [-0.026, -0.047, 0.009], [-0.003, -0.017, 0.041], [0.186, -0.009, 0.030], [0.143, -0.075, 0.099], [0.071, 0.019, -0.003], [-0.095, 0.023, 0.072], [-0.011, 0.077, -0.057], [0.031, 0.003, -0.091]]
}